ORCA calculation (ωB97M-V/def2-TZVPD) on a structure of composition C26H22AsN3OPtS2.

The value obtained for the HOMO-LUMO gap is 4.41 eV. The value obtained for the strongest force on any atom is 0.8 eV/Å. The value obtained for the LUMO energy is -9.706 eV. As for the net charge: +2.

Element x y z (Å)
Pt1 -0.3721 0.2946 2.0012
S1 -0.7298 -0.1333 4.2971
C1 0.3869 0.8759 4.9361
C2 0.7374 0.7657 6.3136
N1 1.0203 0.6659 7.4236
C3 0.9780 1.9616 4.1452
S2 0.5289 2.2361 2.5904
C4 1.9314 2.8308 4.7494
N2 2.7115 3.5268 5.2275
C5 -4.0466 -0.5638 -2.3777
C6 -4.0964 0.3596 -1.3393
C7 -2.9241 0.7801 -0.7312
C8 -1.7064 0.2689 -1.1748
C9 -1.6477 -0.6536 -2.2135
C10 -2.8287 -1.0673 -2.8154
As1 -0.1013 0.8707 -0.3336
C11 1.4711 0.3016 -1.2304
C12 1.9504 -0.9832 -1.4245
C13 3.1491 -1.1502 -2.1031
C14 3.8458 -0.0386 -2.5625
C15 3.3615 1.2463 -2.3569
C16 2.1616 1.4329 -1.6846
C17 1.5290 2.7438 -1.3879
C18 2.0165 3.9880 -1.7638
C19 1.3112 5.1355 -1.4253
C20 0.1187 5.0644 -0.7142
C21 -0.3855 3.8293 -0.3310
C22 0.3269 2.6912 -0.6732
H1 -4.9630 -0.8837 -2.8552
H2 -5.0471 0.7566 -1.0101
H3 -2.9654 1.5042 0.0753
H4 -0.6946 -1.0271 -2.5691
H5 -2.7964 -1.7711 -3.6365
H6 1.3979 -1.8435 -1.0695
H7 3.5405 -2.1431 -2.2777
H8 4.7797 -0.1754 -3.0905
H9 3.9230 2.0940 -2.7259
H10 2.9384 4.0736 -2.3231
H11 1.6955 6.1013 -1.7244
H12 -0.4186 5.9690 -0.4649
H13 -1.3180 3.7680 0.2183
C23 -1.0989 -4.8430 0.1711
N3 -0.2794 -3.7291 0.6673
C24 1.1541 -3.9677 0.8774
C25 -0.8228 -2.5824 1.0093
C26 -2.2936 -2.3805 0.8368
O1 -0.0639 -1.6888 1.5280
H14 -0.4674 -5.7219 0.0961
H15 -1.5047 -4.6199 -0.8149
H16 -1.9128 -5.0656 0.8582
H17 1.4924 -4.6960 0.1457
H18 1.3312 -4.3590 1.8792
H19 1.7090 -3.0431 0.7570
H20 -2.6233 -2.6555 -0.1639
H21 -2.5569 -1.3410 1.0152
H22 -2.8324 -3.0091 1.5497

Atoms 1-2, force components in eV/Å:
Pt 0.7 0.2 0.1
S 0.1 -0.3 0.0


ORCA calculation (ωB97M-V/def2-TZVPD) on a structure of composition C26H22Cl2F6NO2RbS.

The value obtained for the HOMO-LUMO gap is 5.78 eV. The calculation puts the energy above the lowest of the compared OMol25 structures with the same formula, charge and spin at 0.0 kJ/mol. The value obtained for the strongest force on any atom is 0.9 eV/Å. The value obtained for the LUMO energy is 4.138 eV. As for the net charge: -2.

Element x y z (Å)
Rb1 0.7896 1.5042 1.2464
C1 2.9795 -0.6551 -0.6814
C2 2.0102 -0.4026 -1.8352
C3 2.7774 -0.0603 -3.1108
C4 1.0602 -1.5688 -1.9988
C5 1.4823 -2.7318 -2.6323
C6 0.6310 -3.8113 -2.7997
C7 -0.6633 -3.7221 -2.3146
C8 -1.1165 -2.5815 -1.6642
C9 -2.5331 -2.5593 -1.1216
C10 -3.5718 -2.7866 -2.2209
C11 -2.6983 -3.5878 -0.0015
C12 -0.2521 -1.4776 -1.4848
N1 -0.6649 -0.3406 -0.7547
C13 -1.5081 0.4476 -1.4409
C14 -1.8737 0.3666 -2.8159
C15 -2.7552 1.2428 -3.4298
C16 -3.3560 2.2799 -2.7408
C17 -3.0295 2.4213 -1.3882
C18 -2.1535 1.5534 -0.8018
F1 -1.8660 1.7503 0.5273
H1 3.5999 0.2248 -0.5056
H2 3.6281 -1.5078 -0.9081
H3 2.4410 -0.9027 0.2375
H4 1.3999 0.4644 -1.5937
H5 3.4851 -0.8474 -3.3883
H6 3.3424 0.8601 -2.9530
H7 2.0987 0.0927 -3.9519
H8 2.4975 -2.7866 -3.0105
H9 0.9714 -4.7120 -3.2989
H10 -1.3385 -4.5635 -2.4371
H11 -2.7013 -1.5729 -0.6920
H12 -3.4640 -3.7784 -2.6699
H13 -3.4767 -2.0412 -3.0108
H14 -4.5830 -2.7193 -1.8104
H15 -2.5320 -4.6017 -0.3785
H16 -3.7079 -3.5476 0.4154
H17 -1.9863 -3.4064 0.8034
H18 -1.4365 -0.4203 -3.4195
H19 -2.9619 1.0930 -4.4855
H20 -4.0433 2.9649 -3.2196
H21 -3.4474 3.2110 -0.7748
F2 0.8969 2.9496 8.6915
C19 0.6039 2.1494 7.6407
C20 1.0166 2.4840 6.3604
F3 1.7173 3.6164 6.1722
C21 0.7123 1.6557 5.3012
F4 1.1552 2.0283 4.0840
C22 -0.0166 0.4583 5.4380
S1 -0.3970 -0.5636 4.0985
C23 -0.4048 0.1623 6.7538
F5 -1.0998 -0.9572 7.0194
C24 -0.1091 0.9790 7.8269
F6 -0.5112 0.6457 9.0716
Cl1 5.3296 3.3347 -1.3561
C25 3.9711 4.3290 -0.7640
Cl2 3.2409 5.2046 -2.1258
C26 2.9156 3.4301 -0.0501
O1 2.7255 3.7240 1.1446
O2 2.3941 2.5238 -0.7070
H22 4.3863 5.0622 -0.0842

Atoms 1-2, force components in eV/Å:
Rb -0.2 -0.4 0.3
C 0.0 0.0 0.0


ORCA calculation (ωB97M-V/def2-TZVPD) on an isolated molecule of C5H8N2S in a non-equilibrium geometry.

The value obtained for the HOMO-LUMO gap is 8.93 eV. The calculation puts the energy above the lowest of the compared OMol25 structures with the same formula, charge and spin at 513.3 kJ/mol. The value obtained for the strongest force on any atom is 6.6 eV/Å. The value obtained for the LUMO energy is 0.686 eV.

Element x y z (Å)
C1 -1.7840 -3.0698 -0.5013
C2 -0.9860 -1.9284 -0.7456
S1 -1.9392 -0.6028 -1.4033
C3 -0.9135 0.6286 -0.8893
N1 0.2900 0.4991 -0.2652
N2 0.8044 1.8412 -0.0662
C4 2.2305 1.3789 0.4278
C5 1.0971 1.8778 1.4218
H1 -2.8287 -3.1361 -0.9192
H2 -1.2763 -3.8248 0.0448
H3 -0.1894 -1.6822 -0.1210
H4 -1.3806 1.6289 -1.0170
H5 2.8776 2.1602 -0.0199
H6 2.4300 0.3431 0.2891
H7 0.5298 0.9834 1.9090
H8 1.0383 2.9029 1.8555

Atoms 1-2, force components in eV/Å:
C 1.9 3.4 -1.7
C -5.6 -3.5 0.7


ORCA calculation (ωB97M-V/def2-TZVPD) on a structure of composition C39H44F10N6OY in a non-equilibrium geometry.

The value obtained for the HOMO-LUMO gap is 6.56 eV. The calculation puts the energy above the lowest of the compared OMol25 structures with the same formula, charge and spin at 66.9 kJ/mol. The value obtained for the strongest force on any atom is 1.3 eV/Å. The value obtained for the LUMO energy is -2.651 eV. As for the net charge: +1.

Element x y z (Å)
Y1 -0.1207 0.5111 0.4170
C1 -2.4770 3.0371 2.0162
N1 -1.4414 2.0957 2.4463
C2 -0.3629 2.8790 3.0959
C3 0.7488 3.1426 2.1050
N2 1.3285 1.8814 1.6860
C4 2.3847 1.3806 2.3862
C5 3.0196 1.8487 3.5523
F1 2.5453 2.9252 4.2206
C6 4.1291 1.2275 4.1060
F2 4.6743 1.7404 5.2110
C7 4.6749 0.0831 3.5526
F3 5.7474 -0.5054 4.0927
C8 4.0659 -0.4348 2.4235
F4 4.5347 -1.5458 1.8360
C9 2.9702 0.2072 1.8999
F5 2.3800 -0.3280 0.7863
C10 -1.9978 1.1356 3.4095
C11 -1.0705 -0.0243 3.7187
N3 -0.5510 -0.6747 2.5172
C12 0.0277 -1.8949 2.7370
C13 0.5098 -2.6200 1.6387
F6 0.4443 -2.0026 0.4124
C14 1.0618 -3.8803 1.6686
F7 1.4566 -4.4604 0.5274
C15 1.2027 -4.5312 2.8782
F8 1.7289 -5.7574 2.9490
C16 0.7853 -3.8587 4.0135
F9 0.9260 -4.4432 5.2047
C17 0.2301 -2.5899 3.9503
F10 -0.0881 -2.0358 5.1396
H1 -2.9392 3.5416 2.8741
H2 -2.0322 3.7959 1.3720
H3 -3.2575 2.5237 1.4599
H4 -0.7756 3.8084 3.5081
H5 0.0472 2.3092 3.9277
H6 0.3300 3.6420 1.2213
H7 1.4777 3.8280 2.5382
H8 -2.2542 1.6414 4.3520
H9 -2.9567 0.7569 3.0319
H10 -0.2570 0.3279 4.3632
H11 -1.6599 -0.7135 4.3319
O1 -2.6235 0.3831 0.4783
C18 -3.7979 -0.2768 -0.0278
C19 -4.0073 -1.6535 0.5849
C20 -2.7405 -2.5259 0.5743
C21 -2.1857 -2.7474 -0.8047
C22 -2.3262 -3.9779 -1.4385
C23 -1.8161 -4.1553 -2.7117
C24 -1.1925 -3.0831 -3.3293
C25 -1.0990 -1.8924 -2.6331
N4 -1.5697 -1.7115 -1.3956
H12 -2.6442 0.3017 1.4439
H13 -3.6538 -0.3586 -1.1011
H14 -4.6695 0.3599 0.1592
H15 -4.8201 -2.1401 0.0401
H16 -4.3477 -1.5439 1.6187
H17 -2.9542 -3.4874 1.0404
H18 -1.9845 -2.0357 1.1906
H19 -2.8186 -4.7900 -0.9211
H20 -1.9034 -5.1100 -3.2125
H21 -0.7821 -3.1651 -4.3259
H22 -0.6114 -1.0360 -3.0862
C26 3.1488 -2.1229 -3.8749
C27 3.4057 -1.6477 -2.4397
C28 4.5834 -0.6656 -2.3871
C29 3.6478 -2.8384 -1.5032
C30 2.2058 -0.9425 -1.9639
N5 1.2699 -0.4075 -1.5749
H23 4.0204 -2.6771 -4.2211
H24 2.9856 -1.2792 -4.5455
H25 2.2828 -2.7839 -3.9192
H26 5.4766 -1.1684 -2.7565
H27 4.7698 -0.3389 -1.3643
H28 4.3953 0.2107 -3.0069
H29 4.5304 -3.3775 -1.8476
H30 2.7995 -3.5212 -1.5030
H31 3.8229 -2.5032 -0.4815
C31 -3.1222 3.1850 -1.5098
N6 -3.0715 2.4957 -2.8270
C32 -2.9411 3.4768 -3.9376
C33 -1.9951 1.4117 -2.8533
C34 -0.6229 1.9828 -2.6994
C35 0.0475 2.3498 -3.8695
C36 1.2946 2.9429 -3.8040
C37 1.8435 3.1873 -2.5536
C38 1.1814 2.7788 -1.4019
C39 -0.0651 2.1167 -1.4105
H32 -3.9130 3.9310 -1.5357
H33 -2.1540 3.6478 -1.3374
H34 -3.3059 2.4418 -0.7397
H35 -3.9594 2.0097 -2.9555
H36 -2.0163 4.0305 -3.8004
H37 -3.7946 4.1495 -3.9061
H38 -2.9157 2.9442 -4.8850
H39 -2.1415 0.8882 -3.8004
H40 -2.2393 0.7512 -2.0274
H41 -0.4006 2.1558 -4.8399
H42 1.8215 3.2177 -4.7078
H43 2.8023 3.6848 -2.4740
H44 1.6812 2.9599 -0.4562

Atoms 1-2, force components in eV/Å:
Y 0.6 -0.5 1.0
C 0.0 0.0 0.0


ORCA calculation (ωB97M-V/def2-TZVPD) on a cluster of 2 separate species, C2HNOS in total in a non-equilibrium geometry.

The value obtained for the HOMO-LUMO gap (spin up / spin down) is 5.37 / 5.49 eV. The calculation puts the energy above the lowest of the compared OMol25 structures with the same formula, charge and spin at 655.6 kJ/mol. The value obtained for the strongest force on any atom is 7.9 eV/Å. The value obtained for the LUMO energy (spin up / spin down) is -5.535 / -5.616 eV.

Element x y z (Å)
C1 0.0513 2.4737 -1.2008
C2 -0.0138 -1.4045 0.9285
N1 -0.3972 2.8368 -2.1523
O1 0.1576 -2.2456 1.7132
S1 0.8131 0.0786 0.8069
H1 -0.6110 -1.7390 -0.0955

Atoms 1-2, force components in eV/Å:
C 2.7 -3.8 6.3
C -2.8 -1.1 -6.1


ORCA calculation (ωB97M-V/def2-TZVPD) on a structure of composition C40H31AuINO4.

The value obtained for the HOMO-LUMO gap is 7.52 eV. The calculation puts the energy above the lowest of the compared OMol25 structures with the same formula, charge and spin at 0.0 kJ/mol. The value obtained for the strongest force on any atom is 0.5 eV/Å. The value obtained for the LUMO energy is -1.033 eV.

Element x y z (Å)
Au1 -0.7819 0.3689 1.0723
O1 -0.3183 1.0619 -0.6922
C1 -0.9188 0.5484 -1.8646
C2 -1.5300 -0.8801 -1.7274
C3 -0.5205 -1.9191 -1.3365
C4 -0.1199 -2.9945 -2.1205
C5 0.8771 -3.8258 -1.6313
C6 1.4853 -3.5384 -0.4194
C7 1.0339 -2.4367 0.3001
C8 1.6519 -1.9401 1.5696
C9 2.1135 -0.4453 1.5422
O2 1.0864 0.4986 1.6760
C10 2.9801 -0.0923 0.3324
C11 3.1352 1.2531 0.0118
C12 3.9977 1.6442 -0.9971
C13 4.7076 0.6977 -1.7220
C14 4.5514 -0.6444 -1.4202
C15 3.7001 -1.0337 -0.3942
C16 2.9711 -0.2772 2.8207
C17 2.4388 0.3271 3.9515
C18 3.1921 0.4349 5.1134
C19 4.4836 -0.0615 5.1623
C20 5.0210 -0.6678 4.0353
C21 4.2715 -0.7714 2.8755
N1 0.0185 -1.7176 -0.1446
C22 -2.0770 1.4768 -2.2922
C23 -2.5264 2.4824 -1.4484
C24 -3.5946 3.2904 -1.8144
C25 -4.2277 3.1074 -3.0324
C26 -3.7768 2.1134 -3.8894
C27 -2.7101 1.3102 -3.5221
C28 0.1643 0.5858 -2.9510
C29 0.1821 -0.2859 -4.0364
C30 1.1417 -0.1698 -5.0307
C31 2.1030 0.8255 -4.9585
C32 2.0951 1.6968 -3.8806
C33 1.1379 1.5771 -2.8866
H1 -2.3213 -0.8404 -0.9762
H2 -2.0224 -1.1327 -2.6652
H3 -0.5687 -3.1737 -3.0872
H4 1.2000 -4.6819 -2.2096
H5 2.2993 -4.1448 -0.0457
H6 0.9354 -2.0294 2.3916
H7 2.5088 -2.5568 1.8437
H8 2.5705 1.9884 0.5677
H9 4.1100 2.6973 -1.2252
H10 5.3734 1.0044 -2.5184
H11 5.0949 -1.3951 -1.9800
H12 3.6117 -2.0864 -0.1654
H13 1.4334 0.7199 3.9170
H14 2.7611 0.9137 5.9837
H15 5.0698 0.0258 6.0677
H16 6.0316 -1.0548 4.0555
H17 4.7131 -1.2277 1.9991
H18 -2.0264 2.6445 -0.5052
H19 -3.9268 4.0714 -1.1418
H20 -5.0584 3.7394 -3.3181
H21 -4.2513 1.9674 -4.8514
H22 -2.3585 0.5556 -4.2140
H23 -0.5537 -1.0728 -4.1255
H24 1.1359 -0.8630 -5.8624
H25 2.8536 0.9190 -5.7327
H26 2.8448 2.4743 -3.8076
H27 1.1421 2.2495 -2.0414
I1 -8.4609 -0.4403 5.2043
C34 -6.6181 -0.2557 4.2391
C35 -5.4474 -0.4584 4.9579
C36 -4.2281 -0.3367 4.3167
C37 -4.1883 -0.0147 2.9638
C38 -5.3653 0.1892 2.2500
C39 -6.5853 0.0683 2.8898
C40 -2.9004 0.1135 2.2739
O3 -1.7869 -0.0285 2.8730
O4 -2.8477 0.3793 1.0214
H28 -5.4885 -0.7085 6.0083
H29 -3.3026 -0.4896 4.8545
H30 -5.3170 0.4455 1.2004
H31 -7.5042 0.2266 2.3433

Atoms 1-2, force components in eV/Å:
Au 0.1 0.3 0.0
O 0.4 -0.1 -0.2


Question: What is the strongest force on any atom in the fifth record?
Answer: 7.9 eV/Å